A structure of composition C16H10Co2N3O6, computed with ωB97M-V/def2-TZVPD.

Each line ends with the Löwdin charge.
Geometry (Å):
C1 2.27960 -4.75316 -0.73172  -0.003
N1 1.27430 -3.71553 -0.72910  -0.133
N2 1.61361 -2.41439 -0.67611  0.072
N3 0.50416 -1.69067 -0.66227  0.024
C2 -0.59010 -2.54278 -0.69803  -0.226
C3 -0.10427 -3.85826 -0.73544  -0.175
C4 -0.91479 -4.98591 -0.73194  -0.004
C5 -2.29533 -4.74843 -0.70957  -0.068
C6 -2.81485 -3.43688 -0.69435  -0.079
C7 -1.97858 -2.31535 -0.68409  -0.014
H1 1.75331 -5.71273 -0.73720  0.084
H2 2.92539 -4.67259 -1.61738  0.098
H3 2.92222 -4.67778 0.15678  0.097
H4 -0.43650 -5.96486 -0.74199  0.109
H5 -2.98770 -5.59183 -0.70463  0.110
H6 -3.90066 -3.31139 -0.68978  0.108
H7 -2.31826 -1.28044 -0.66678  0.106
O1 -0.60129 5.31597 3.51778  0.204
C8 -0.32444 4.34108 2.96400  -0.051
Co1 0.16253 2.86785 2.08224  0.167
C9 -1.40223 1.95851 2.10219  -0.024
O2 -2.41019 1.40720 2.22677  0.205
C10 1.14258 2.07920 3.35025  -0.021
O3 1.76908 1.62446 4.20758  0.225
C11 1.25432 3.52930 0.76966  -0.172
C12 0.94291 2.17002 0.62427  -0.374
C13 0.98164 1.09053 -0.16210  0.065
Co2 0.38576 4.55947 -0.78751  0.211
C14 0.36924 6.29642 -0.93975  -0.108
O4 0.35881 7.45348 -1.03409  0.169
C15 -1.32116 4.19264 -0.60321  -0.106
O5 -2.44028 3.92304 -0.44843  0.158
C16 0.82553 4.01486 -2.39469  -0.072
O6 1.13204 3.67660 -3.46342  0.193
H8 2.26028 3.91944 1.01592  0.111
H9 0.76356 0.10875 0.25527  0.033
H10 1.21978 1.14416 -1.22912  0.081

Force components x, y, z for each atom (eV/Å):
C 0.427 -0.162 -0.025
N -0.717 0.650 0.082
N -2.102 0.105 -0.056
N 0.794 -1.312 -0.137
C 0.558 -0.612 -0.003
C 0.951 0.568 0.088
C -0.732 -0.001 -0.025
C 0.897 -0.408 -0.038
C 0.267 0.804 0.013
C 0.068 -0.319 -0.006
H 0.304 0.186 0.006
H -0.333 -0.044 0.198
H -0.338 -0.047 -0.203
H -0.553 0.062 -0.006
H 0.235 0.259 -0.008
H 0.414 0.031 0.012
H -0.285 -0.356 -0.014
O 0.679 -2.920 -1.885
C -0.586 4.332 3.376
Co -0.987 1.337 0.217
C -4.428 -3.031 1.080
O 3.212 1.785 -0.676
C 1.814 -1.251 3.075
O -1.933 1.339 -2.919
C 1.395 0.208 0.784
C 1.585 -0.786 -3.804
C -0.017 0.642 0.832
Co 0.787 -2.319 2.416
C 2.153 5.854 -0.161
O -0.604 -3.592 0.170
C -5.268 -2.923 0.243
O 3.081 1.288 -0.434
C 0.535 -0.700 -5.413
O -0.824 0.906 3.826
H -0.559 0.198 -0.690
H -0.134 0.300 -0.415
H 0.246 -0.075 0.499

Its charge is +1. The calculation puts the calculated total energy at -108749.5303 eV.